{"formula": "C34H99N8O11", "method": "ωB97M-V/def2-TZVPD", "symbols": ["O", "H", "H", "H", "O", "H", "H", "H", "C", "C", "O", "H", "H", "H", "H", "H", "C", "C", "C", "O", "C", "N", "H", "H", "H", "H", "H", "H", "H", "H", "H", "H", "H", "C", "C", "C", "O", "C", "N", "H", "H", "H", "H", "H", "H", "H", "H", "H", "H", "H", "C", "C", "C", "O", "C", "N", "H", "H", "H", "H", "H", "H", "H", "H", "H", "H", "H", "C", "C", "C", "O", "C", "N", "H", "H", "H", "H", "H", "H", "H", "H", "H", "H", "H", "C", "C", "C", "O", "C", "N", "H", "H", "H", "H", "H", "H", "H", "H", "H", "H", "H", "C", "C", "C", "O", "C", "N", "H", "H", "H", "H", "H", "H", "H", "H", "H", "H", "H", "C", "C", "C", "O", "C", "N", "H", "H", "H", "H", "H", "H", "H", "H", "H", "H", "H", "C", "C", "C", "O", "C", "N", "H", "H", "H", "H", "H", "H", "H", "H", "H", "H", "H"], "xyz": [[-2.0473, 4.3974, 1.5062], [-2.0555, 3.9600, 2.4299], [-1.9442, 5.3567, 1.5426], [-1.3803, 3.9037, 0.9247], [1.4372, 5.1811, -0.7663], [2.3753, 4.7404, -0.7994], [1.4321, 5.8030, -0.0191], [0.7787, 4.4541, -0.5074], [-1.3436, 1.0380, 0.3236], [-0.3631, 1.8402, -0.4874], [-0.2032, 3.1758, -0.1499], [-2.3806, 1.3650, 0.1627], [-1.1946, 1.0206, 1.4040], [-1.4546, 0.0206, -0.0608], [-0.5598, 1.6357, -1.5505], [0.6042, 1.3158, -0.4027], [6.0484, -2.1347, -2.8833], [4.9067, -2.6394, -2.0420], [3.6013, -2.0087, -2.5003], [3.4646, -0.7535, -1.8534], [2.4909, 0.0915, -2.4711], [4.8634, -4.0969, -1.9810], [7.0120, -2.6020, -2.6842], [6.1093, -1.0461, -2.8673], [5.8160, -2.3968, -3.9218], [5.0536, -2.2011, -1.0431], [2.7550, -2.6617, -2.2518], [3.6151, -1.9557, -3.5945], [2.5516, 0.0140, -3.5591], [2.5662, 1.0945, -2.0625], [1.5302, -0.3734, -2.2207], [5.4866, -4.3858, -1.2379], [3.9243, -4.3712, -1.7155], [5.0065, 0.0119, 3.5676], [4.6529, -1.4181, 3.0905], [3.6454, -1.3457, 1.9564], [2.4832, -0.6639, 2.3932], [1.4570, -0.5331, 1.4377], [5.9148, -1.9947, 2.6439], [5.5133, 0.5166, 2.7434], [5.6600, 0.0190, 4.4397], [4.0890, 0.5464, 3.8164], [4.3128, -1.9507, 3.9852], [3.4219, -2.3358, 1.5445], [4.0862, -0.7687, 1.1344], [0.6961, 0.1666, 1.7923], [0.8845, -1.4568, 1.3065], [1.9025, -0.1200, 0.5298], [5.7628, -2.9173, 2.2487], [6.5441, -2.1101, 3.4270], [-2.9901, 1.2284, 3.6369], [-2.2250, 2.1863, 4.5204], [-0.7074, 1.8822, 4.5229], [-0.4649, 0.6808, 5.2544], [0.8587, 0.2340, 5.1115], [-2.3633, 3.5868, 4.0881], [-2.7340, 1.2942, 2.5785], [-4.0708, 1.3699, 3.7312], [-2.8675, 0.1934, 3.9574], [-2.6072, 2.0239, 5.5312], [-0.1220, 2.6709, 5.0075], [-0.3319, 1.8107, 3.4961], [1.5749, 0.9627, 5.5045], [1.1669, -0.0565, 4.1017], [1.0011, -0.6807, 5.6891], [-1.9971, 4.2295, 4.7872], [-3.3634, 3.7686, 4.1975], [-1.7289, -2.0069, 1.8317], [-1.3214, -3.1675, 2.7539], [-1.2357, -2.9261, 4.2460], [-1.1444, -4.1509, 4.9452], [-0.9340, -3.9696, 6.3057], [-2.2676, -4.2188, 2.4054], [-0.9878, -1.2088, 1.9171], [-2.7030, -1.6016, 2.1133], [-1.7388, -2.3990, 0.8195], [-0.3529, -3.4714, 2.3422], [-2.2022, -2.4662, 4.5084], [-0.4832, -2.1963, 4.5601], [-0.9141, -4.9051, 6.8622], [-1.7637, -3.4150, 6.7722], [-0.0433, -3.3613, 6.5040], [-1.9675, -5.1549, 2.6564], [-3.0988, -4.1060, 2.9825], [-4.7334, -0.7627, -0.4466], [-5.2562, -2.1102, -0.9112], [-4.5837, -3.2656, -0.2019], [-5.0710, -4.5048, -0.6487], [-4.3795, -5.5789, -0.0388], [-6.7030, -2.1423, -0.8066], [-5.3513, 0.0742, -0.7632], [-3.7268, -0.6383, -0.8546], [-4.6389, -0.7891, 0.6449], [-4.9546, -2.1697, -1.9653], [-4.9109, -3.0990, 0.8368], [-3.5024, -3.2104, -0.3558], [-3.3281, -5.6224, -0.3350], [-4.8524, -6.5209, -0.3088], [-4.4487, -5.4222, 1.0411], [-7.0333, -1.9368, 0.1302], [-6.9241, -3.1177, -0.9978], [-4.6659, 3.4133, -6.8362], [-4.4057, 2.4154, -5.7142], [-3.3830, 2.8044, -4.6859], [-2.0869, 3.0796, -5.1635], [-1.1657, 3.1767, -4.0956], [-5.6083, 1.8521, -5.0991], [-5.2610, 3.0190, -7.6621], [-3.7421, 3.7529, -7.3002], [-5.2736, 4.2262, -6.4279], [-3.9320, 1.5905, -6.2725], [-3.4404, 2.0661, -3.8751], [-3.7553, 3.7102, -4.1812], [-0.1708, 3.4498, -4.4434], [-1.1109, 2.2082, -3.5926], [-1.4825, 3.9662, -3.4070], [-6.2048, 1.4044, -5.7878], [-5.4737, 1.0570, -4.4819], [3.2941, 2.3754, 0.8150], [3.9803, 3.7037, 0.4750], [5.4708, 3.6389, 0.8387], [5.6216, 3.5328, 2.2324], [6.9640, 3.3323, 2.6186], [3.8128, 4.0350, -0.9388], [2.2134, 2.3736, 0.9440], [3.7853, 1.9674, 1.6995], [3.5867, 1.6677, 0.0320], [3.5592, 4.5633, 1.0087], [5.9216, 4.5835, 0.5154], [5.8619, 2.7308, 0.3660], [7.5628, 4.2289, 2.4262], [7.4042, 2.5329, 2.0128], [7.1086, 3.0633, 3.6617], [4.5964, 4.5865, -1.2945], [3.9645, 3.2445, -1.5661], [-1.0193, -0.0960, -5.4553], [-1.1279, -1.3815, -4.6685], [-1.7334, -1.1013, -3.2801], [-1.8246, -2.2707, -2.4825], [-0.5936, -2.6541, -1.8682], [-2.0759, -2.2641, -5.3577], [-1.9521, 0.4606, -5.3581], [-0.7229, -0.2817, -6.4845], [-0.2595, 0.5410, -4.9930], [-0.2138, -1.9634, -4.5362], [-2.7446, -0.7239, -3.4503], [-1.1873, -0.3623, -2.6768], [0.1620, -2.9911, -2.5825], [-0.8804, -3.5641, -1.3411], [-0.1553, -1.9292, -1.1792], [-2.1927, -3.1329, -4.8399], [-3.0242, -1.9071, -5.2455]], "forces_ev_per_a": [[-0.42, -0.32, 0.06], [-0.30, 0.21, 1.16], [0.15, -0.06, -0.02], [1.27, -0.64, -1.57], [-0.17, 0.81, 0.69], [0.97, -0.50, -0.81], [0.09, 0.12, -0.25], [-1.08, -1.89, -0.16], [-1.52, 0.07, -0.33], [1.38, -0.82, -0.32], [-0.75, 1.94, 1.05], [0.06, 0.54, 0.10], [0.40, 0.00, -0.17], [0.62, -0.18, 0.17], [-0.51, 0.57, -0.11], [0.14, 0.11, 0.28], [-0.06, -0.21, -1.31], [0.26, 0.83, 1.17], [-0.09, -0.59, 0.01], [0.39, 0.58, -0.61], [-0.28, -1.84, 0.28], [-0.29, 0.26, -0.19], [-0.03, 0.15, 0.38], [0.16, -0.02, 0.29], [0.14, -0.05, -0.05], [-0.06, -0.18, 0.15], [-0.15, 0.03, 0.19], [-0.12, 0.49, -0.07], [0.29, 0.54, -0.07], [0.03, 0.03, -0.13], [-0.40, 0.56, 0.03], [0.01, -0.28, -0.10], [0.09, -0.24, 0.10], [-0.60, -0.26, -0.35], [0.90, 1.15, 1.10], [0.06, 0.21, -0.29], [-0.18, -0.23, 0.72], [0.25, 0.11, 0.08], [-0.14, -0.46, -0.80], [0.02, 0.13, 0.04], [0.03, -0.16, -0.02], [0.08, 0.11, 0.05], [-0.74, -0.15, -0.29], [-0.21, -0.15, 0.15], [0.20, -0.04, -0.08], [0.43, 0.23, 0.26], [0.52, -0.24, -0.47], [-0.32, -0.36, -0.35], [0.10, -0.04, 0.06], [0.02, 0.04, 0.02], [-0.69, -0.17, -0.23], [1.52, -0.84, 0.34], [-0.15, -0.65, 0.67], [-0.57, 0.33, -0.77], [0.80, -0.52, 0.24], [-1.23, 0.33, -0.26], [0.03, 0.08, 0.13], [0.00, 0.33, -0.08], [0.46, 0.07, 0.07], [0.18, 0.31, 0.16], [-0.18, 0.35, 0.03], [-0.06, -0.16, -0.18], [0.00, 0.16, -0.07], [-0.34, 0.42, -0.14], [-0.32, 0.11, 0.25], [0.54, -0.24, -0.03], [-0.05, 0.13, -0.49], [0.63, 0.43, 1.39], [0.33, -0.62, -1.41], [-1.16, 0.47, 0.14], [0.48, -0.24, -0.78], [-0.47, 0.85, 1.09], [-0.57, -0.77, 0.40], [-0.32, 0.06, -0.07], [-0.10, -0.06, -0.18], [-0.13, 0.13, -0.04], [0.15, -0.26, 0.37], [-0.09, 0.16, 0.23], [0.34, -0.20, -0.16], [0.34, -0.22, -0.49], [-0.09, 0.11, -0.19], [0.20, -0.28, 0.01], [0.44, 0.15, 0.08], [-0.14, 0.18, -0.20], [0.80, -0.52, 0.43], [0.12, 0.63, -0.96], [-0.34, 0.56, 0.28], [-0.03, -0.11, -0.58], [-0.29, 0.25, 0.30], [-0.06, -0.73, -0.57], [-0.16, -0.13, -0.02], [0.04, 0.17, 0.12], [-0.09, 0.35, 0.05], [-0.48, -0.21, -0.13], [0.69, -0.39, 0.38], [0.07, 0.02, 0.37], [0.05, 0.17, 0.01], [-0.16, 0.13, -0.09], [0.25, -0.35, 0.11], [0.20, -0.01, 0.10], [-0.59, 0.16, 0.08], [-0.90, 0.49, 0.61], [1.06, -2.40, -2.13], [-1.03, 1.44, 1.35], [0.07, -0.49, -0.41], [-0.39, 0.08, -0.03], [-0.91, 0.28, 0.25], [-0.03, -0.46, 0.22], [0.10, 0.20, 0.37], [0.33, 0.37, -0.15], [0.38, -0.11, 0.09], [0.61, -0.41, -0.15], [-0.01, 0.19, 0.03], [-0.11, -0.10, -0.43], [0.06, 0.10, 0.29], [-0.05, -0.13, 0.27], [0.01, 0.63, -0.41], [0.80, 0.36, 0.29], [0.87, -0.06, -0.05], [0.29, -0.29, 0.76], [-0.66, 0.00, 0.51], [-0.47, -0.13, 0.48], [0.83, 0.01, -0.77], [0.20, 0.22, -1.20], [-0.01, 0.24, -0.14], [-0.34, 0.15, 0.26], [-0.28, -0.07, -0.14], [-0.05, -0.23, 0.36], [0.43, -0.23, -0.40], [0.47, 0.25, -0.32], [-0.04, 0.10, 0.02], [0.03, -0.11, 0.06], [-0.69, 0.06, 0.08], [-0.27, 0.74, 0.53], [-0.71, -0.51, 0.45], [0.87, 0.09, 0.71], [-1.49, -0.44, 0.59], [0.77, 0.10, 0.32], [0.36, 0.19, 0.18], [-0.84, -1.08, -0.37], [-0.44, -0.72, -0.08], [-0.09, -0.06, -0.45], [-0.30, 0.07, -0.07], [0.08, 0.06, -0.11], [0.27, 0.37, -0.27], [-0.08, -0.04, 0.19], [0.13, 0.29, -0.27], [0.07, 0.35, -0.24], [0.23, 0.10, 0.41], [-0.21, 0.32, -0.02], [0.56, -0.13, -0.05], [0.12, 0.52, -0.39]], "mulliken_charge": [-0.382, 0.569, 0.388, 0.289, -0.432, 0.451, 0.465, 0.584, 0.635, 3.424, -1.096, 0.983, -1.449, -0.701, -1.336, -1.342, -1.502, 1.085, -0.434, -0.147, -0.259, -0.704, 0.383, 0.257, 0.357, -0.298, -0.103, 0.423, 0.572, -0.076, -0.072, 0.293, 0.270, -1.374, 0.362, -0.586, 0.041, 1.143, -0.667, 0.255, 0.565, 0.100, 0.299, 0.420, 0.010, -1.277, 0.230, -0.190, 0.232, 0.266, -1.014, 0.115, -0.369, -0.359, -0.641, -0.716, 0.102, 0.555, 0.120, 0.519, 0.530, -0.165, 0.396, 0.074, 0.359, 0.255, 0.303, 0.569, -0.300, 0.081, -0.393, -0.739, -0.415, -0.740, 0.585, -0.268, 0.211, 0.339, -0.250, 0.302, 0.314, 0.253, 0.262, 0.326, -0.804, 0.620, 0.003, -0.455, -0.594, -0.741, 0.433, -0.194, 0.246, 0.136, 0.122, -0.107, 0.202, 0.307, 0.228, 0.279, 0.326, -1.557, 0.902, -0.668, -0.444, -0.297, -0.763, 0.399, 0.314, 0.377, 0.079, 0.084, 0.586, 0.367, -0.283, 0.337, 0.298, 0.195, 0.368, 0.228, -0.929, -0.328, -0.869, -0.574, -0.292, -0.042, -0.058, 0.146, 0.488, 0.399, 0.355, 0.365, 0.261, 0.280, 0.136, -0.934, 0.404, 0.091, -0.306, -0.431, -0.818, -0.232, 0.527, 0.128, 0.429, 0.271, -0.341, 0.318, 0.451, -0.172, 0.337, 0.286], "multiplicity": 1, "max_force_ev_per_a": 3.4, "de_lowest_kj_mol": 0.0, "gap_ev": 7.4, "total_charge": 1}